Entry 1:
The following is a quantum chemistry calculation of a 11-piece molecular cluster, C37H60O33 overall at a distorted geometry, from OMol25.

```
130
C37H60O33 | OMol25 | the ωB97M-V functional and the def2-TZVPD basis
C 13.95 6.37 -5.56
C 13.97 5.86 -7.00
O 14.72 6.84 -7.67
C 15.02 7.84 -6.92
O 15.78 8.77 -7.22
O 14.37 7.68 -5.76
H 14.51 5.81 -4.81
H 12.88 6.49 -5.34
H 13.01 5.73 -7.50
H 14.46 4.89 -6.92
C 6.82 -0.52 -1.15
C 6.90 -1.55 -2.17
O 8.01 -1.13 -2.94
C 8.42 0.09 -2.61
O 9.26 0.74 -3.15
O 7.74 0.45 -1.55
H 7.15 -0.95 -0.21
H 5.84 -0.04 -1.06
H 5.96 -1.62 -2.72
H 6.97 -2.53 -1.70
C 12.47 7.09 2.34
C 12.00 6.23 1.18
O 11.47 7.30 0.39
C 11.96 8.52 0.71
O 11.94 9.52 -0.02
O 12.48 8.41 1.95
H 13.41 6.75 2.76
H 11.81 6.92 3.20
H 11.33 5.41 1.45
H 12.80 5.74 0.63
C 4.23 7.58 -4.87
C 5.19 6.50 -4.35
O 6.41 6.76 -4.98
C 6.33 7.75 -5.82
O 7.24 8.19 -6.52
O 5.08 8.29 -5.77
H 3.83 8.29 -4.14
H 3.40 7.03 -5.32
H 4.83 5.53 -4.70
H 5.19 6.66 -3.27
C 21.26 14.01 -9.46
C 22.09 13.36 -8.40
O 23.38 14.01 -8.54
C 23.39 14.86 -9.53
O 24.37 15.52 -9.84
O 22.17 14.82 -10.09
H 20.46 14.55 -8.95
H 20.68 13.41 -10.16
H 22.22 12.33 -8.73
H 21.64 13.47 -7.41
C 4.34 1.74 -10.67
C 4.98 2.98 -10.06
O 4.07 3.98 -10.45
C 2.97 3.43 -11.10
O 2.02 4.15 -11.42
O 3.22 2.15 -11.41
H 4.02 1.02 -9.93
H 5.03 1.12 -11.26
H 5.97 3.29 -10.41
H 5.03 2.97 -8.97
C 19.05 9.72 -1.00
C 20.50 9.92 -1.49
O 21.19 9.79 -0.30
C 20.46 10.07 0.73
O 20.84 10.26 1.88
O 19.16 10.06 0.37
H 18.70 8.72 -1.26
H 18.41 10.35 -1.62
H 20.57 10.95 -1.84
H 20.85 9.15 -2.18
C 10.58 -0.31 -11.36
C 11.63 0.01 -12.44
O 10.89 0.68 -13.46
C 10.02 0.01 -14.26
O 9.01 0.59 -14.69
O 10.48 -1.23 -14.58
C 9.72 -2.02 -15.53
H 9.71 -0.82 -11.77
H 10.30 0.57 -10.79
H 11.04 -1.00 -10.66
H 12.15 -0.86 -12.85
H 12.45 0.56 -11.98
H 8.66 -2.14 -15.28
H 10.15 -3.02 -15.59
H 9.90 -1.55 -16.50
C 19.80 1.04 -17.36
C 18.71 1.71 -16.47
O 19.26 2.77 -15.68
C 19.83 2.55 -14.51
O 20.25 1.40 -14.15
O 19.70 3.69 -13.79
C 20.15 3.70 -12.43
H 20.56 0.58 -16.72
H 20.31 1.83 -17.91
H 19.25 0.39 -18.04
H 18.06 0.98 -16.00
H 17.99 2.19 -17.14
H 21.21 3.85 -12.63
H 19.99 2.75 -11.92
H 19.68 4.51 -11.87
C 16.36 -2.09 -1.54
C 17.09 -0.87 -2.12
O 17.00 -0.62 -3.53
C 17.44 -1.52 -4.47
O 17.92 -2.60 -4.20
O 17.21 -1.06 -5.69
C 17.71 -1.86 -6.79
H 15.32 -2.15 -1.86
H 16.37 -2.13 -0.45
H 16.96 -2.88 -1.99
H 18.11 -0.84 -1.75
H 16.60 -0.06 -1.57
H 18.20 -1.11 -7.40
H 16.88 -2.28 -7.36
H 18.39 -2.68 -6.55
C 11.80 14.69 -8.91
C 11.57 14.48 -10.37
O 12.55 15.02 -11.20
C 12.30 14.96 -12.58
O 11.34 14.45 -13.04
O 13.25 15.54 -13.18
C 13.36 15.63 -14.62
H 12.71 14.15 -8.62
H 11.10 14.08 -8.35
H 11.81 15.73 -8.60
H 10.63 14.99 -10.58
H 11.39 13.43 -10.62
H 13.48 14.65 -15.09
H 14.17 16.29 -14.91
H 12.48 16.12 -15.05
```

Maximum force   4.8 eV/A
LUMO level   -0.003 hartree
Net charge   0
HOMO-LUMO gap   10.3 eV
Relative energy (zero: lowest compared OMol25 entry of this formula, charge and spin)   708.6 kJ/mol
HOMO   -10.411 eV

***

Entry 2:
The following is a quantum chemistry calculation of C39H44AsF4N2OP2Pd as an isolated structure at a distorted geometry, from OMol25.

```
94
C39H44AsF4N2OP2Pd | OMol25 | the ωB97M-V functional and the def2-TZVPD basis
Pd -1.26 0.42 0.86
C -5.65 -2.25 1.74
N -4.29 -2.11 2.22
C -3.98 -2.77 3.47
C -3.57 -0.99 1.80
C -3.54 0.23 2.74
N -2.61 1.18 2.18
C -2.85 2.47 2.02
C -2.08 3.48 2.75
F -1.21 2.96 3.64
C -2.36 4.85 2.67
F -1.62 5.72 3.38
C -3.41 5.30 1.87
C -4.07 4.37 1.04
F -5.11 4.73 0.24
C -3.91 2.97 1.21
F -4.86 2.09 0.81
H -6.09 -3.10 2.28
H -5.57 -2.65 0.71
H -6.29 -1.33 1.83
H -3.20 -3.57 3.40
H -4.87 -3.30 3.87
H -3.65 -2.06 4.24
H -3.96 -0.66 0.81
H -2.52 -1.25 1.66
H -3.08 -0.08 3.63
H -4.55 0.65 2.96
H -3.65 6.35 1.87
C 1.36 -1.67 5.39
P -0.05 -0.77 4.63
C 0.55 0.17 3.15
C -0.69 0.41 5.85
O -1.11 -1.75 4.10
H 2.28 -1.15 5.30
H 1.39 -2.58 4.87
H 1.14 -1.77 6.47
H 1.35 0.84 3.36
H -0.25 0.73 2.64
H 0.92 -0.67 2.47
H -1.53 0.83 5.29
H -0.03 1.27 5.95
H -0.94 -0.13 6.79
C 1.59 0.09 -1.07
C 2.18 -0.80 0.00
As 4.01 -1.70 -0.54
C 3.75 -2.40 -2.35
C 4.68 -2.22 -3.38
C 4.45 -2.75 -4.64
C 3.28 -3.44 -4.88
C 2.27 -3.59 -3.94
C 2.56 -3.09 -2.66
C 5.06 -0.13 -1.00
C 4.62 0.71 -2.03
C 5.34 1.89 -2.23
C 6.50 2.19 -1.52
C 6.91 1.37 -0.47
C 6.19 0.18 -0.26
P -0.26 0.45 -1.06
C -1.04 -0.89 -1.97
C -1.49 -0.91 -3.32
C -2.02 -2.11 -3.83
C -2.14 -3.26 -3.03
C -1.57 -3.31 -1.76
C -1.09 -2.06 -1.24
C -0.18 1.79 -2.34
C 0.54 1.55 -3.52
C 0.78 2.59 -4.41
C 0.09 3.81 -4.31
C -0.75 3.98 -3.18
C -0.81 3.00 -2.19
H 1.83 -0.27 -2.10
H 2.13 1.06 -1.07
H 1.53 -1.65 0.32
H 2.40 -0.24 0.90
H 5.59 -1.65 -3.15
H 5.13 -2.56 -5.51
H 3.09 -3.95 -5.86
H 1.38 -4.19 -4.11
H 1.86 -3.33 -1.89
H 3.74 0.48 -2.63
H 4.89 2.60 -2.97
H 6.99 3.17 -1.62
H 7.82 1.62 0.14
H 6.51 -0.61 0.46
H -1.53 -0.01 -3.93
H -2.46 -2.08 -4.85
H -2.69 -4.15 -3.40
H -1.51 -4.20 -1.17
H -0.79 -2.02 -0.20
H 0.84 0.54 -3.79
H 1.50 2.37 -5.21
H 0.17 4.61 -5.08
H -1.22 4.98 -3.05
H -1.27 3.14 -1.24
```

Maximum force   2.9 eV/A
LUMO level   0.088 hartree
Net charge   -1
HOMO-LUMO gap   5.7 eV
Relative energy (zero: lowest compared OMol25 entry of this formula, charge and spin)   125.8 kJ/mol
HOMO   -3.310 eV

***

Entry 3:
The following is a quantum chemistry calculation of a single C4H4O3 molecule, from OMol25.

```
11
C4H4O3 | OMol25 | the ωB97M-V functional and the def2-TZVPD basis
C 1.46 -0.42 0.80
C 0.68 0.00 -0.41
O 1.03 -0.13 -1.56
C -0.66 0.72 -0.16
O -0.72 1.76 0.45
C -1.92 0.06 -0.70
O -1.93 -1.09 -1.07
H 1.60 0.43 1.47
H 2.42 -0.84 0.49
H 0.88 -1.18 1.35
H -2.82 0.70 -0.66
```

Maximum force   0.6 eV/A
LUMO level   -0.036 hartree
Net charge   0
HOMO-LUMO gap   8.8 eV
Relative energy (zero: lowest compared OMol25 entry of this formula, charge and spin)   122.3 kJ/mol
HOMO   -9.800 eV

***

Entry 4:
The following is a quantum chemistry calculation of a 6-piece molecular cluster, C24H30N6 overall at a distorted geometry, from OMol25.

```
60
C24H30N6 | OMol25 | the ωB97M-V functional and the def2-TZVPD basis
N 20.27 0.04 -9.03
C 21.49 0.76 -9.14
C 21.29 1.86 -9.94
C 20.03 1.73 -10.58
C 19.29 0.58 -9.84
H 20.15 -0.75 -8.34
H 22.38 0.40 -8.70
H 22.11 2.55 -10.17
H 19.70 2.34 -11.38
H 18.33 0.08 -9.89
N 22.42 -4.31 -8.03
C 21.56 -4.33 -9.13
C 22.22 -3.83 -10.24
C 23.49 -3.54 -9.78
C 23.65 -3.76 -8.27
H 22.16 -4.63 -7.05
H 20.59 -4.75 -9.01
H 21.81 -3.78 -11.24
H 24.27 -3.28 -10.52
H 24.49 -3.77 -7.60
N 24.39 3.57 -6.17
C 25.67 3.43 -5.75
C 25.54 2.70 -4.40
C 24.17 2.58 -4.18
C 23.49 2.99 -5.33
H 24.04 4.02 -7.01
H 26.51 3.86 -6.34
H 26.34 2.47 -3.73
H 23.63 2.21 -3.35
H 22.33 3.01 -5.50
N 23.65 -2.80 -5.06
C 24.67 -1.99 -4.53
C 24.33 -0.70 -4.76
C 23.18 -0.63 -5.53
C 22.82 -2.04 -5.84
H 23.72 -3.79 -4.90
H 25.52 -2.37 -4.04
H 24.80 0.14 -4.32
H 22.63 0.18 -5.87
H 21.99 -2.39 -6.45
N 20.95 -0.68 -12.10
C 20.05 -0.97 -13.12
C 20.77 -1.43 -14.15
C 22.11 -1.71 -13.71
C 22.28 -1.12 -12.33
H 20.67 -0.32 -11.09
H 19.04 -0.73 -12.91
H 20.34 -1.76 -15.12
H 22.91 -2.12 -14.22
H 23.06 -0.89 -11.59
N 25.07 1.21 -7.98
C 25.22 -0.15 -8.28
C 24.95 -0.30 -9.59
C 24.78 0.96 -10.19
C 24.82 1.99 -9.07
H 25.10 1.54 -7.00
H 25.39 -0.85 -7.53
H 24.92 -1.24 -10.10
H 24.50 1.21 -11.19
H 24.60 3.02 -9.01
```

Maximum force   6.8 eV/A
LUMO level   0.015 hartree
Net charge   0
HOMO-LUMO gap   7.9 eV
Relative energy (zero: lowest compared OMol25 entry of this formula, charge and spin)   489.1 kJ/mol
HOMO   -7.507 eV